Record 1
{"formula": "C9H19N3O4", "method": "the ωB97M-V functional and the def2-TZVPD basis", "smiles": "NCCCC[C@H](NC(=O)[C@@H](N)CO)C(=O)O", "de_lowest_ev": 4.888, "homo_energy_ha": -0.3384, "energy_ha": -819.40717, "spin_multiplicity": 1, "species": ["C", "C", "C", "C", "C", "C", "C", "C", "C", "H", "H", "H", "H", "H", "H", "H", "H", "H", "H", "H", "H", "H", "H", "H", "H", "H", "H", "H", "N", "N", "N", "O", "O", "O", "O"], "coordinates": [[1.507, 2.750, 1.881], [1.529, 1.652, 0.793], [2.718, 2.574, 2.787], [0.668, -0.036, -0.689], [1.622, 0.368, -1.802], [-0.610, -0.562, -1.087], [-0.614, -1.980, -1.784], [-2.073, -2.524, -1.744], [-3.058, -2.570, -0.634], [0.109, 3.240, 3.352], [0.307, 1.503, 2.943], [1.632, 3.695, 1.143], [3.589, 3.114, 2.273], [2.587, 3.174, 3.650], [3.101, 0.787, 2.575], [-0.443, 1.494, 0.729], [1.431, -0.647, -0.174], [-1.284, 0.172, -1.441], [-1.040, -0.900, 0.044], [-0.309, -1.734, -2.954], [0.232, -2.575, -1.440], [-2.162, -3.583, -1.958], [-2.428, -1.920, -2.711], [-3.454, -1.637, 0.003], [-2.427, -3.323, -0.104], [-4.840, -2.749, -1.805], [-4.117, -4.211, -1.727], [1.644, 2.234, -1.228], [0.177, 2.610, 2.618], [0.443, 1.035, 0.291], [-4.265, -3.322, -1.269], [2.696, 1.307, 0.630], [2.947, 1.310, 3.351], [2.188, -0.505, -2.443], [1.998, 1.759, -2.070]], "mulliken_charge": [0.544, -0.181, -0.767, 0.488, 0.194, -0.583, -0.739, -0.510, -0.360, 0.253, 0.313, 0.242, 0.227, 0.495, 0.390, 0.418, 0.207, 0.425, 0.209, 0.236, 0.456, 0.260, 0.221, 0.255, 0.305, 0.198, 0.256, 0.453, -0.741, -0.269, -0.615, -0.664, -0.540, -0.536, -0.541]}


Record 2
{"formula": "C4H4N2O", "method": "the ωB97M-V functional and the def2-TZVPD basis", "smiles": "O=c1cc[nH]cn1", "de_lowest_ev": 0.177, "homo_energy_ha": -0.3426, "energy_ha": -339.57518, "spin_multiplicity": 1, "species": ["O", "C", "C", "C", "N", "C", "N", "H", "H", "H", "H"], "coordinates": [[2.360, -1.342, 0.200], [1.279, -0.817, 0.029], [1.101, 0.644, -0.007], [-0.132, 1.172, 0.050], [-1.226, 0.334, 0.047], [-1.032, -1.010, -0.111], [0.109, -1.594, -0.147], [1.989, 1.266, -0.031], [-0.343, 2.236, 0.087], [-2.161, 0.705, 0.110], [-1.944, -1.595, -0.228]], "mulliken_charge": [-0.577, 0.445, -0.400, -0.227, -0.099, 0.040, -0.486, 0.364, 0.361, 0.220, 0.359]}


Record 3
{"formula": "C3H8IN", "method": "the ωB97M-V functional and the def2-TZVPD basis", "de_lowest_ev": 3.204, "homo_energy_ha": [-0.3172, -0.2773], "energy_ha": -471.39636, "spin_multiplicity": 1, "species": ["C", "C", "C", "N", "I", "H", "H", "H", "H", "H", "H", "H", "H"], "coordinates": [[0.759, -1.694, -0.017], [-0.127, 1.417, 0.261], [-0.891, 0.379, -0.389], [-1.854, -0.289, 0.214], [-4.098, -0.093, -0.127], [0.158, -1.665, 0.898], [0.248, -1.843, -0.947], [1.848, -1.548, -0.071], [0.961, 1.404, 0.201], [-0.301, 1.419, 1.339], [-0.288, 2.538, -0.120], [-0.727, 0.283, -1.465], [-1.886, -0.222, 1.228]], "mulliken_charge": [-0.913, -0.971, 0.029, -0.695, -0.101, 0.329, 0.308, 0.329, 0.314, 0.287, 0.262, 0.469, 0.354]}


Record 4
{"formula": "C10H20N2O4S", "method": "the ωB97M-V functional and the def2-TZVPD basis", "smiles": "CSCC[C@H](N)C(=O)O.O=C(O)[C@@H]1CCCN1", "de_lowest_ev": 0.000, "homo_energy_ha": -0.3110, "energy_ha": -1201.72914, "spin_multiplicity": 1, "species": ["C", "C", "C", "C", "C", "C", "C", "C", "C", "C", "H", "H", "H", "H", "H", "H", "H", "H", "H", "H", "H", "H", "H", "H", "H", "H", "H", "H", "H", "H", "N", "N", "O", "O", "O", "O", "S"], "coordinates": [[-2.529, -1.850, -0.415], [-1.165, -1.761, 0.243], [-3.419, -0.704, 0.109], [-2.887, 0.687, -0.225], [-3.145, 3.428, -0.131], [3.756, 0.556, -0.763], [2.370, 0.098, -1.245], [4.569, -0.614, -0.149], [4.867, -0.155, 1.289], [3.780, 0.891, 1.553], [-3.994, -3.241, -0.660], [-3.204, -3.365, 0.768], [-2.350, -1.699, -1.486], [-4.416, -0.829, -0.334], [-3.538, -0.814, 1.196], [-1.902, 0.847, 0.230], [-2.769, 0.794, -1.310], [-3.730, 4.293, 0.189], [-2.160, 3.478, 0.343], [-3.027, 3.467, -1.219], [-0.256, -2.222, 1.810], [4.317, 2.298, 0.168], [4.252, 0.984, -1.640], [3.972, -1.531, -0.173], [5.482, -0.811, -0.717], [4.850, -0.979, 2.009], [5.856, 0.317, 1.347], [2.834, 0.403, 1.815], [4.020, 1.605, 2.347], [1.813, 1.626, -0.360], [-3.078, -3.185, -0.224], [3.596, 1.592, 0.272], [-0.208, -1.177, -0.205], [-1.151, -2.353, 1.455], [2.201, -0.909, -1.884], [1.381, 0.930, -0.909], [-4.041, 1.947, 0.380]], "mulliken_charge": [0.437, 0.079, -0.941, -0.453, -0.806, 0.456, 0.127, -0.743, -0.516, -0.639, 0.271, 0.266, 0.345, 0.397, 0.316, 0.248, 0.361, 0.332, 0.250, 0.260, 0.334, 0.295, 0.394, 0.345, 0.308, 0.326, 0.269, 0.177, 0.449, 0.428, -0.744, -0.614, -0.421, -0.478, -0.585, -0.442, -0.090]}


Question: Number 3 is which compound?
Answer: C3H8IN


Please write out number 1 again, unchanged.
{"formula": "C9H19N3O4", "method": "the ωB97M-V functional and the def2-TZVPD basis", "smiles": "NCCCC[C@H](NC(=O)[C@@H](N)CO)C(=O)O", "de_lowest_ev": 4.888, "homo_energy_ha": -0.3384, "energy_ha": -819.40717, "spin_multiplicity": 1, "species": ["C", "C", "C", "C", "C", "C", "C", "C", "C", "H", "H", "H", "H", "H", "H", "H", "H", "H", "H", "H", "H", "H", "H", "H", "H", "H", "H", "H", "N", "N", "N", "O", "O", "O", "O"], "coordinates": [[1.507, 2.750, 1.881], [1.529, 1.652, 0.793], [2.718, 2.574, 2.787], [0.668, -0.036, -0.689], [1.622, 0.368, -1.802], [-0.610, -0.562, -1.087], [-0.614, -1.980, -1.784], [-2.073, -2.524, -1.744], [-3.058, -2.570, -0.634], [0.109, 3.240, 3.352], [0.307, 1.503, 2.943], [1.632, 3.695, 1.143], [3.589, 3.114, 2.273], [2.587, 3.174, 3.650], [3.101, 0.787, 2.575], [-0.443, 1.494, 0.729], [1.431, -0.647, -0.174], [-1.284, 0.172, -1.441], [-1.040, -0.900, 0.044], [-0.309, -1.734, -2.954], [0.232, -2.575, -1.440], [-2.162, -3.583, -1.958], [-2.428, -1.920, -2.711], [-3.454, -1.637, 0.003], [-2.427, -3.323, -0.104], [-4.840, -2.749, -1.805], [-4.117, -4.211, -1.727], [1.644, 2.234, -1.228], [0.177, 2.610, 2.618], [0.443, 1.035, 0.291], [-4.265, -3.322, -1.269], [2.696, 1.307, 0.630], [2.947, 1.310, 3.351], [2.188, -0.505, -2.443], [1.998, 1.759, -2.070]], "mulliken_charge": [0.544, -0.181, -0.767, 0.488, 0.194, -0.583, -0.739, -0.510, -0.360, 0.253, 0.313, 0.242, 0.227, 0.495, 0.390, 0.418, 0.207, 0.425, 0.209, 0.236, 0.456, 0.260, 0.221, 0.255, 0.305, 0.198, 0.256, 0.453, -0.741, -0.269, -0.615, -0.664, -0.540, -0.536, -0.541]}


Please write out number 1 again, unchanged.
{"formula": "C9H19N3O4", "method": "the ωB97M-V functional and the def2-TZVPD basis", "smiles": "NCCCC[C@H](NC(=O)[C@@H](N)CO)C(=O)O", "de_lowest_ev": 4.888, "homo_energy_ha": -0.3384, "energy_ha": -819.40717, "spin_multiplicity": 1, "species": ["C", "C", "C", "C", "C", "C", "C", "C", "C", "H", "H", "H", "H", "H", "H", "H", "H", "H", "H", "H", "H", "H", "H", "H", "H", "H", "H", "H", "N", "N", "N", "O", "O", "O", "O"], "coordinates": [[1.507, 2.750, 1.881], [1.529, 1.652, 0.793], [2.718, 2.574, 2.787], [0.668, -0.036, -0.689], [1.622, 0.368, -1.802], [-0.610, -0.562, -1.087], [-0.614, -1.980, -1.784], [-2.073, -2.524, -1.744], [-3.058, -2.570, -0.634], [0.109, 3.240, 3.352], [0.307, 1.503, 2.943], [1.632, 3.695, 1.143], [3.589, 3.114, 2.273], [2.587, 3.174, 3.650], [3.101, 0.787, 2.575], [-0.443, 1.494, 0.729], [1.431, -0.647, -0.174], [-1.284, 0.172, -1.441], [-1.040, -0.900, 0.044], [-0.309, -1.734, -2.954], [0.232, -2.575, -1.440], [-2.162, -3.583, -1.958], [-2.428, -1.920, -2.711], [-3.454, -1.637, 0.003], [-2.427, -3.323, -0.104], [-4.840, -2.749, -1.805], [-4.117, -4.211, -1.727], [1.644, 2.234, -1.228], [0.177, 2.610, 2.618], [0.443, 1.035, 0.291], [-4.265, -3.322, -1.269], [2.696, 1.307, 0.630], [2.947, 1.310, 3.351], [2.188, -0.505, -2.443], [1.998, 1.759, -2.070]], "mulliken_charge": [0.544, -0.181, -0.767, 0.488, 0.194, -0.583, -0.739, -0.510, -0.360, 0.253, 0.313, 0.242, 0.227, 0.495, 0.390, 0.418, 0.207, 0.425, 0.209, 0.236, 0.456, 0.260, 0.221, 0.255, 0.305, 0.198, 0.256, 0.453, -0.741, -0.269, -0.615, -0.664, -0.540, -0.536, -0.541]}